ORCA calculation (ωB97M-V/def2-TZVPD) on a 6-piece molecular cluster, C4H20FN9O4 overall at a distorted geometry.

XYZ file:
```
38
Properties=species:S:1:pos:R:3:mulliken_charge:R:1
N 19.68 0.63 12.63 -0.1842
H 20.03 1.53 12.94 0.3838
H 20.19 -0.16 12.99 0.3811
H 19.82 0.66 11.63 0.4045
H 18.72 0.53 12.92 -0.1838
F 16.85 0.41 13.27 -0.7181
C 15.12 2.61 11.19 0.4036
O 14.32 3.33 10.61 -0.7115
N 16.28 2.93 11.75 -0.3318
N 14.95 1.34 11.40 -0.2387
H 16.69 2.18 12.29 0.2751
H 16.66 3.87 11.72 0.1853
H 15.70 0.91 11.91 0.2449
H 14.10 0.94 11.04 0.1697
C 15.60 1.56 16.67 0.5769
O 15.53 1.55 17.84 -0.6529
N 15.92 2.62 16.02 -0.2943
N 15.47 0.55 15.81 -0.2600
H 15.77 3.40 16.65 0.1965
H 16.11 2.70 15.03 0.1957
H 15.20 -0.38 16.10 0.1688
H 15.59 0.62 14.81 0.1115
C 15.52 -2.19 11.27 0.3997
O 15.10 -3.05 10.63 -0.6316
N 16.62 -1.55 10.91 -0.2942
N 15.12 -2.00 12.45 -0.2752
H 17.14 -1.00 11.58 0.1995
H 16.96 -1.68 9.97 0.1660
H 14.28 -2.44 12.81 0.1854
H 15.53 -1.22 12.94 0.2590
C 19.29 0.16 15.91 0.5437
O 20.26 0.38 16.68 -0.7268
N 18.98 -1.03 15.42 -0.2801
N 18.65 1.16 15.38 -0.1469
H 18.18 -1.25 14.84 0.1910
H 19.31 -1.88 15.85 0.2498
H 17.78 1.04 14.89 -0.1982
H 18.88 2.11 15.65 0.2368
```

Properties
HOMO energy in eV: -9.56
Strongest force on any atom in eV Å⁻¹: 7.93
Net charge: 0
E in Ha: -1058.12452
Energy relative to the best compared isomer or geometry (same formula, charge and spin) in kJ/mol: 294.4
Lowest unoccupied orbital energy in eV: -1.327
Orbital gap in eV: 8.230
Spin multiplicity: 1